P) {"formula": "C9H18N2O4", "method": "wB97M-V/def2-TZVPD", "elements": ["O", "O", "O", "O", "C", "C", "N", "N", "C", "C", "C", "C", "C", "C", "C", "H", "H", "H", "H", "H", "H", "H", "H", "H", "H", "H", "H", "H", "H", "H", "H", "H", "H"], "coordinates": [[-0.79087, -3.20130, -3.05201], [1.59941, 0.90746, -1.08492], [0.71235, -2.86640, -1.19207], [-3.08084, -1.37346, 0.74024], [0.17501, -2.62425, -2.51463], [0.53222, 0.48486, -0.59216], [-0.40205, 0.04164, -1.55712], [-2.05393, -0.39197, 0.83644], [0.34340, 1.41880, 3.16411], [1.21948, 2.87157, 1.40905], [0.80818, -1.42916, -3.19340], [0.01679, -0.17466, -2.96025], [-0.69133, -0.69393, 1.35488], [0.35640, 0.31202, 0.93535], [0.26733, 1.69619, 1.71158], [0.24133, -3.51369, -0.80025], [-2.94675, -2.01301, 0.01717], [-1.18903, -0.54714, -1.22217], [-2.39393, 0.49803, 1.18541], [-0.59081, 1.08281, 3.68257], [1.01987, 0.55976, 3.23501], [0.76748, 2.32979, 3.65133], [0.97138, 3.61077, 2.20206], [1.04237, 3.42284, 0.46003], [2.27004, 2.54935, 1.46839], [1.83835, -1.18006, -2.81033], [0.89013, -1.73313, -4.28895], [-0.94930, -0.19019, -3.55700], [0.56304, 0.68768, -3.37359], [-0.40667, -1.66937, 0.86441], [-0.66869, -0.73878, 2.47853], [1.23914, -0.21973, 1.30853], [-0.70947, 2.08670, 1.49373]], "smiles": "CC(C)[C@@H](CNO)C(=O)NCCC(=O)O", "homo_lumo_gap_ev": 9.4, "charge": 0}

=====

Q) {"formula": "C9H18N2O4", "method": "wB97M-V/def2-TZVPD", "elements": ["C", "C", "C", "C", "C", "C", "C", "C", "C", "H", "H", "H", "H", "H", "H", "H", "H", "H", "H", "H", "H", "H", "H", "H", "H", "H", "H", "N", "N", "O", "O", "O", "O"], "coordinates": [[2.32249, 0.48403, -0.13040], [1.07499, 0.62736, 0.56656], [2.79200, -1.03747, -0.39602], [-1.22169, -0.32520, 0.19337], [-1.12487, -1.84378, 0.23432], [-2.32766, 0.31665, -0.50670], [-3.77469, -0.30823, -0.35485], [-2.57078, 1.91465, -0.35956], [-1.39785, 2.90559, -0.39770], [3.60624, 2.19937, -0.11113], [2.85830, 1.44416, 1.50628], [2.20981, 0.81177, -1.13786], [2.14944, -1.56704, -1.16867], [2.82587, -1.43702, 0.68357], [4.27278, -0.01562, -0.61172], [0.53499, -0.18325, -1.09511], [-1.27450, 0.00225, 1.28951], [-2.15484, 0.04329, -1.63032], [-3.86721, -0.61174, 0.77386], [-3.90270, -1.15059, -1.19402], [-4.53670, 0.37620, -0.66996], [-3.31288, 2.13462, 0.61620], [-3.15834, 2.20320, -1.28982], [-1.29244, 2.93863, -1.56537], [-1.69161, 3.91366, 0.25823], [-0.47373, 2.23932, -0.05808], [-2.19110, -3.32574, 0.65813], [3.33534, 1.32753, 0.49141], [0.05527, 0.19280, -0.19550], [0.94717, 1.12220, 1.62155], [4.00459, -0.95972, -0.93960], [-0.12187, -2.29937, -0.55530], [-1.95080, -2.49553, 1.07096]], "smiles": "CC[C@H](C)[C@H](NC(=O)[C@@H](N)CO)C(=O)O", "homo_lumo_gap_ev": 9.7, "charge": 0}

=====

Consider the structures shown above. The most stable of them is P).